16
Properties=species:S:1:pos:R:3 method="wB97M-V/def2-TZVPD" largest_force_ev_per_a=1.5 orbital_gap_ha=0.2153 total_charge=-1 lumo_energy_ev=4.03 de_lowest_kj_mol=37.6 total_energy_ha=-234.19694
C 2.43507 1.13850 -1.21805
O 1.32245 0.57029 -1.72698
H 2.84960 2.01074 -1.81289
H 3.33224 0.46826 -1.18036
H 2.25361 1.60902 -0.21678
C -0.83477 -1.66819 0.46009
C -1.18327 -0.62882 1.53361
C -1.92123 0.54468 0.89187
H -0.51047 -1.22228 -0.46831
H -0.06467 -2.34388 0.84904
H -1.68850 -2.35292 0.38139
H -1.88755 -1.10428 2.21987
H -0.30504 -0.27307 2.05685
H -2.16660 1.32514 1.59731
H -2.88898 0.22691 0.48958
H -1.36198 0.95762 0.05321

14
Properties=species:S:1:pos:R:3 method="wB97M-V/def2-TZVPD" largest_force_ev_per_a=4.2 orbital_gap_ha=0.4107 total_charge=0 lumo_energy_ev=0.91 smiles="COCONC=O" de_lowest_kj_mol=446.4 total_energy_ha=-398.86763
C 0.99785 -1.65747 -1.35863
O 0.36678 -0.34214 -1.41226
C -0.69857 -0.39033 -0.54765
O -0.81085 0.93171 -0.02944
N 0.16860 1.09253 0.98763
C -0.48193 1.92277 2.03227
O 0.16279 2.62015 2.74657
H 1.52752 -1.86434 -0.29681
H 1.68330 -1.69806 -2.28290
H 0.16435 -2.47833 -1.64897
H -0.63339 -1.13143 0.24998
H -1.75782 -0.41400 -1.09218
H 0.84048 1.70800 0.55747
H -1.52912 1.70095 2.09491

| no. | highest occupied orbital energy (eV) |
| --- | --- |
| 1 | -1.833 |
| 2 | -10.269 |